A cluster of 12 separate species, C54H100N12O6 in total at a distorted geometry, computed with ωB97M-V/def2-TZVPD.

```
! RIJCOSX wB97M-V def2-TZVPD def2/J DEFGRID3
* xyz 0 1
O -2.7925 5.3438 10.7035
O 1.0194 -7.4431 -5.2099
O -2.6685 -12.1384 -9.1307
O 2.1088 6.6674 -8.1312
O 1.4947 6.7642 -3.8016
O -0.5890 -0.2828 8.2420
N -5.9143 0.8534 3.8295
N 6.6234 1.1248 -1.6377
N -3.4157 -4.3076 -1.8276
N 5.0739 0.8155 6.5444
N 1.9923 0.5739 0.7038
N 4.3914 -6.1010 2.2202
N -1.4295 -9.2229 -7.3514
N -2.5190 2.5329 9.8950
N 3.3892 6.5724 5.4200
N 2.1439 8.2977 -6.0523
N -5.1212 3.3518 -2.3779
N -1.8782 4.1225 -6.5525
C 3.8533 -6.7454 3.2873
C 2.5879 7.9667 -8.4369
C 1.4643 6.5759 4.1901
C 6.7451 -0.1857 -1.2103
C -2.0509 1.7456 8.7310
C -4.4067 4.2659 -2.0751
C -2.2731 6.1704 9.6545
C -3.6006 3.4119 9.4177
C 1.7439 8.7916 -7.4048
C -1.5724 -1.0563 7.5529
C 6.2577 -2.4278 7.0332
C 1.2587 8.8143 -5.0702
C -6.8363 -1.2162 1.2441
C 1.1539 -6.1661 -4.6213
C -5.8876 -0.1567 3.2201
C -0.4281 -9.0823 -6.2736
C -3.7046 -5.2909 -1.3186
C 1.2278 0.7266 1.8469
C 6.8295 1.1141 0.6294
C -0.3278 -7.6807 -5.7268
C 0.1119 -0.5918 0.3795
C 2.4028 7.5392 3.7237
C -1.8069 -6.6583 0.4451
C 1.2710 -0.1822 -0.1796
C -2.5688 -10.7435 -8.8561
C -3.3796 4.6859 0.7093
C -3.9550 4.6227 10.3931
C -0.9706 3.4289 -6.2616
C 0.0064 0.0944 1.6062
C -4.0809 -6.5950 -0.7400
C 0.0848 2.5340 -5.8629
C 2.6942 -4.9090 2.9712
C 7.0567 -2.2818 5.6978
C -3.6276 -12.4320 -10.1485
C -3.3308 -6.8789 0.5482
C 2.1583 6.0170 5.2823
C -1.3489 -10.5532 -7.9510
C 2.8451 -5.9623 3.8315
C 2.5056 5.7112 -9.1290
C -5.8849 -1.3930 2.4081
C 0.0141 1.1410 -6.4137
C -1.1749 0.2724 -5.8579
C -3.5122 5.7990 -0.3055
C -1.1410 0.5852 9.2027
C 1.6098 8.1507 -3.7062
C 4.8633 -1.7794 7.0118
C -8.3007 -1.3889 1.7236
C 3.6613 -5.0277 1.9760
C -3.4512 5.3115 -1.7312
C 1.9624 6.0237 -2.6844
C 6.6312 1.9234 -0.5045
C 3.4875 7.5754 4.5278
C 4.9790 -0.3126 6.7489
C 6.9392 -0.1760 0.1402
H -1.0844 -1.7248 6.8437
H 1.5663 1.3117 2.6892
H -1.3634 -11.3987 -7.2632
H 1.4304 9.8875 -4.9879
H -1.6101 -5.5898 0.3567
H 0.0895 1.1449 -7.5011
H -3.9453 -7.4471 -1.4060
H 4.3229 -7.6417 3.6649
H 4.3638 -1.9194 7.9705
H 1.0325 -5.3468 -5.3299
H 4.0295 6.3643 6.1729
H 0.8714 0.5612 -6.0715
H -2.4673 4.0936 0.6397
H -2.9380 1.2470 8.3403
H 0.4503 -6.0423 -3.7981
H -1.6188 -0.0011 9.9876
H 2.6254 8.3609 -3.3707
H -3.3834 5.1149 1.7113
H 2.0898 4.7212 -8.9419
H -1.3172 -6.9098 1.3858
H -4.2079 3.9774 0.6950
H -2.4416 -10.1699 -9.7742
H -4.6799 5.3118 9.9598
H 1.9474 9.8564 -7.5184
H -2.7250 6.5442 -0.1908
H 2.0182 -4.0708 3.0535
H 2.9713 0.8098 0.6262
H 6.8064 -1.0223 -1.8905
H -0.7461 -1.0179 -0.1192
H -4.6403 -12.0537 -10.0094
H 2.2718 8.0530 2.7828
H 3.6555 7.9925 -8.2187
H -6.1341 -2.3017 2.9561
H -1.7698 5.6325 8.8511
H -1.6382 2.3688 7.9377
H 1.9867 4.9733 -2.9745
H 0.5758 -9.4546 -6.4780
H -1.5693 6.8581 10.1234
H -5.1270 -6.6614 -0.4411
H 2.4376 8.4201 -9.4167
H -2.2934 -9.2619 -6.8295
H -4.4224 4.1958 11.2804
H -6.6470 -0.2693 0.7386
H -3.3402 -12.0659 -11.1342
H -4.3825 6.4395 -0.1626
H -0.2720 0.9951 9.7174
H 7.9948 -2.8213 5.8281
H -0.7686 -9.6942 -5.4383
H 1.2831 6.0631 -1.8329
H -3.5304 -7.8490 1.0034
H 1.5820 -0.6202 -1.1166
H -3.0904 6.6941 9.1586
H -3.4649 -10.3730 -8.3583
H -1.2850 -0.6939 -6.3499
H -2.4760 4.9062 -2.0011
H 2.9649 6.3735 -2.4382
H 0.9989 8.5562 -2.8997
H 0.2480 8.4886 -5.3160
H -4.5075 2.8269 9.2645
H -3.8208 -13.5030 -10.2081
H 6.4586 -2.7921 4.9428
H -4.9048 -1.7027 2.0454
H 1.8709 5.1866 5.9102
H -2.1373 0.7737 -5.9601
H 6.6485 3.0008 -0.5779
H -3.6433 6.1018 -2.4569
H 1.0303 3.0340 -6.0728
H 0.5208 6.2934 3.7470
H 1.8938 7.3241 -6.1507
H -1.7790 3.0605 10.3358
H 7.1869 -1.0849 0.6685
H -8.5492 -0.5907 2.4231
H -2.1278 -1.6421 8.2853
H -0.3729 -10.5540 -8.4363
H 7.0393 1.3218 1.6682
H -3.6800 -6.1647 1.2939
H 7.2812 -1.2677 5.3671
H -1.4006 -7.1563 -0.4352
H -1.0556 0.0233 -4.8034
H 6.7277 1.5180 -2.5621
H 3.9662 -4.3319 1.2085
H -9.0433 -1.5332 0.9389
H -0.8586 0.1455 2.2510
H 2.1898 -6.0838 -4.2922
H -3.3273 3.9539 8.5124
H -1.1598 -7.6183 -5.0254
H 4.3076 8.2749 4.5949
H 6.2249 -3.4774 7.3253
H 0.0828 2.4568 -4.7756
H 0.6823 8.5965 -7.5569
H 6.8853 -2.0037 7.8170
H -6.7407 -2.0230 0.5175
H 2.0322 5.8697 -10.0980
H 4.2399 -2.1792 6.2121
H -2.2122 -0.4369 6.9243
H 2.2021 -6.2258 4.6583
H -0.5628 -6.9757 -6.5242
H 3.5944 5.6738 -9.0946
H -8.3932 -2.3225 2.2786
H 5.2830 -6.3103 1.7942
*
```

Properties
SMILES string: c1cc[nH]c1.c1cc[nH]c1.c1cc[nH]c1.c1cc[nH]c1.COCCNCCOC.COCCNCCOC.COCCNCCOC.CCCC#N.CCCC#N.CCCC#N.CCCC#N.CCCC#N
orbital gap: 8.26 eV
LUMO level: 0.2 eV